(1)
{
  "formula": "C35H66ClO19P2S",
  "method": "ωB97M-V with the def2-TZVPD basis set",
  "lumo_ev": 1.6354,
  "charge": -1,
  "orbital_gap_ha": 0.151,
  "e_tot_ev": -118197.873,
  "symbols": ["C", "C", "O", "C", "C", "C", "C", "C", "P", "C", "C", "C", "C", "C", "C", "S", "O", "O", "Cl", "C", "C", "C", "O", "C", "C", "C", "O", "P", "O", "O", "H", "H", "H", "H", "H", "H", "H", "H", "H", "H", "H", "H", "H", "H", "H", "H", "H", "H", "H", "H", "H", "H", "H", "H", "H", "H", "H", "H", "H", "H", "H", "H", "H", "H", "H", "H", "H", "H", "H", "H", "H", "H", "C", "C", "C", "O", "C", "O", "O", "H", "H", "H", "H", "H", "H", "C", "C", "C", "O", "C", "O", "O", "H", "H", "H", "H", "H", "H", "C", "C", "C", "O", "C", "O", "O", "H", "H", "H", "H", "H", "H", "C", "C", "C", "O", "C", "O", "O", "H", "H", "H", "H", "H", "H"],
  "coordinates": [[0.3889, 1.7312, -0.0641], [0.0787, 0.6275, -1.1000], [-1.1826, 0.7500, -1.7174], [-2.2459, 0.8233, -0.7858], [-3.5138, 0.0743, -1.2189], [-3.2989, -1.2085, -2.0609], [-2.1293, -2.1268, -1.6398], [-2.4348, -3.5554, -1.1414], [-2.2411, -4.0011, 0.7425], [-1.9119, -5.8319, 0.0525], [-2.0724, -7.0210, 1.0132], [-0.3359, -3.6362, 0.5635], [0.4290, -2.6874, 1.4899], [1.9710, -2.5590, 1.1654], [2.6333, -3.6964, 0.3873], [2.6050, -3.4789, -1.4256], [2.1879, -2.1634, -1.8016], [1.7665, -4.4590, -2.0359], [4.5447, -3.7048, -2.1189], [-2.6900, -2.2173, 1.3116], [-3.0001, -1.7890, 2.7624], [-1.8066, -1.3210, 3.6447], [-3.9837, -2.5016, 3.5044], [-4.0575, -4.5686, 0.9708], [-5.1857, -3.6957, 0.2888], [-5.9224, -2.7388, 1.2365], [-6.4917, -4.0208, 0.6861], [-1.7212, -4.6968, 2.8758], [-2.9060, -5.4576, 3.7692], [-0.2309, -5.3645, 3.2191], [-0.2687, 2.5925, -0.1447], [1.4420, 2.0135, -0.0464], [0.2023, 1.3184, 0.9342], [0.2182, -0.3566, -0.6393], [0.8174, 0.7197, -1.8981], [-1.9777, 0.4907, 0.2230], [-2.5119, 1.8857, -0.6719], [-4.1497, -0.0867, -0.3430], [-4.0909, 0.7670, -1.8484], [-3.1288, -0.8302, -3.0737], [-4.2670, -1.7127, -2.1372], [-1.5882, -2.2701, -2.5889], [-1.3603, -1.6159, -1.0675], [-3.3194, -4.0057, -1.6134], [-1.6781, -4.1791, -1.6283], [-2.6273, -6.0041, -0.7645], [-0.9551, -5.9682, -0.4759], [-1.2150, -7.2699, 1.6441], [-2.1762, -7.9146, 0.3695], [-2.9991, -7.0411, 1.5877], [0.1964, -4.5840, 0.7265], [0.0037, -3.3839, -0.4465], [0.1489, -1.6288, 1.4299], [0.4070, -2.9065, 2.5552], [2.1859, -1.6313, 0.6271], [2.5206, -2.4581, 2.1061], [3.7032, -3.6879, 0.6262], [2.3125, -4.7061, 0.6297], [-1.9328, -1.4760, 1.0307], [-3.5103, -1.8151, 0.7063], [-3.4905, -0.7968, 2.6279], [-1.3000, -2.1452, 4.1382], [-1.1759, -0.7050, 3.0026], [-2.2509, -0.6811, 4.4186], [-4.5248, -1.8877, 4.0018], [-4.3385, -5.5363, 0.5471], [-4.4922, -4.5258, 1.9708], [-5.0610, -3.3451, -0.7300], [-6.1145, -3.0530, 2.2493], [-6.3733, -1.8632, 0.7915], [-2.9546, -5.0339, 4.6266], [0.2038, -5.9428, 2.5743], [7.3262, -2.6498, -4.0794], [8.8072, -2.9368, -4.0725], [9.5893, -2.1246, -3.0712], [10.8803, -2.0454, -3.6873], [10.6912, -2.1479, -5.0295], [11.5225, -1.9243, -5.8426], [9.4213, -2.5372, -5.3099], [6.8240, -3.2614, -4.8288], [6.8817, -2.8583, -3.1067], [7.1309, -1.6093, -4.3420], [8.9834, -4.0080, -3.9394], [9.6554, -2.6060, -2.0981], [9.2014, -1.1110, -2.9433], [4.0023, 5.9688, -1.9318], [2.9413, 5.0309, -1.4088], [1.5362, 5.5600, -1.5431], [0.8651, 4.9144, -0.4562], [1.7917, 4.6598, 0.4973], [1.5445, 4.3165, 1.6036], [3.0514, 4.8600, 0.0189], [4.9934, 5.5337, -1.7979], [3.8524, 6.1736, -2.9918], [3.9936, 6.9107, -1.3834], [3.0458, 4.0470, -1.8737], [1.0754, 5.2947, -2.4920], [1.4692, 6.6422, -1.4020], [-7.0237, 4.6045, 0.5051], [-6.1197, 3.4950, 0.0253], [-6.3174, 3.1176, -1.4223], [-5.9307, 1.7419, -1.4323], [-6.1578, 1.2511, -0.1858], [-6.1324, 0.1055, 0.0995], [-6.4210, 2.2600, 0.6893], [-6.8356, 4.8199, 1.5569], [-6.8634, 5.5160, -0.0714], [-8.0716, 4.3120, 0.4252], [-5.0746, 3.7434, 0.2317], [-5.6928, 3.6981, -2.0983], [-7.3591, 3.1895, -1.7468], [3.7216, 7.9921, 4.1375], [3.1776, 8.2198, 2.7493], [3.9604, 7.5344, 1.6600], [3.7251, 8.3913, 0.5333], [3.4842, 9.6379, 1.0212], [3.4470, 10.6202, 0.3601], [3.2963, 9.6028, 2.3641], [3.1167, 8.5205, 4.8743], [3.7242, 6.9308, 4.3853], [4.7370, 8.3815, 4.2243], [2.1193, 7.9475, 2.7102], [3.6062, 6.5268, 1.4610], [5.0357, 7.5038, 1.8546]]
}


(2)
{
  "formula": "C26H31N7OS4Ti",
  "method": "ωB97M-V with the def2-TZVPD basis set",
  "lumo_ev": -0.2119,
  "orbital_gap_ha": 0.227,
  "e_tot_ev": -106400.837,
  "symbols": ["Ti", "S", "C", "C", "C", "C", "C", "C", "S", "C", "C", "C", "C", "C", "C", "C", "S", "C", "C", "C", "C", "C", "C", "S", "N", "H", "H", "H", "H", "H", "H", "H", "H", "H", "H", "H", "H", "H", "H", "H", "C", "N", "C", "N", "O", "H", "H", "H", "H", "H", "H", "C", "C", "C", "C", "N", "C", "N", "N", "N", "H", "H", "H", "H", "H", "H", "H", "H", "H", "H"],
  "coordinates": [[0.0424, -0.3683, -0.1425], [-0.9640, 2.9081, -0.2577], [0.6634, 2.5556, -0.8949], [1.3399, 3.6173, -1.4910], [2.5570, 3.3802, -2.1134], [3.1089, 2.1060, -2.0859], [2.4424, 1.0695, -1.4454], [1.1895, 1.2578, -0.8603], [0.4363, -2.1982, -1.4994], [1.0367, -3.1426, -0.0634], [2.0782, -2.3610, 0.6772], [3.1820, -2.9895, 1.1517], [4.1460, -2.2225, 1.8689], [3.9162, -0.9169, 2.0802], [2.7073, -0.2587, 1.6047], [2.4973, 1.0376, 1.9782], [-0.7922, 1.6040, 1.3825], [-2.4504, 1.2047, 1.8069], [-3.0308, 1.9126, 2.8621], [-4.3074, 1.6050, 3.2841], [-4.9972, 0.5794, 2.6341], [-4.4228, -0.1204, 1.5948], [-3.1210, 0.1688, 1.1406], [-2.4688, -0.7188, -0.1933], [1.8284, -1.0136, 0.8229], [0.9197, 4.6153, -1.4633], [3.0851, 4.1954, -2.5917], [4.0694, 1.9232, -2.5519], [2.8919, 0.0839, -1.4153], [1.4516, -4.0940, -0.3895], [0.1763, -3.3391, 0.5773], [3.3226, -4.0445, 0.9668], [5.0533, -2.6885, 2.2334], [4.6234, -0.3011, 2.6202], [1.7122, 1.6575, 1.5839], [3.2700, 1.5361, 2.5470], [-2.4619, 2.6995, 3.3420], [-4.7639, 2.1490, 4.0995], [-6.0009, 0.3243, 2.9519], [-4.9705, -0.9131, 1.1013], [0.6799, -0.4552, 5.0450], [0.5357, -0.6024, 3.6146], [-0.4664, -1.2609, 3.0195], [-1.3828, -1.8909, 3.8090], [-0.5806, -1.3598, 1.7849], [1.6307, 0.0358, 5.2363], [0.6925, -1.4227, 5.5524], [-0.1115, 0.1668, 5.4732], [1.2929, -0.2541, 3.0196], [-1.4724, -1.6398, 4.7771], [-2.2235, -2.1645, 3.3279], [1.9696, 0.8133, -5.8175], [0.6612, 0.5381, -6.5531], [0.4259, -0.9599, -6.7160], [-0.5317, 1.2236, -5.8838], [-0.8038, 0.7047, -4.5499], [-0.2000, 0.9575, -3.3928], [-0.7343, 0.1876, -2.4723], [-1.6802, -0.5489, -3.1012], [-1.7284, -0.2504, -4.3382], [2.8144, 0.4374, -6.3954], [1.9955, 0.3090, -4.8485], [2.1277, 1.8811, -5.6487], [0.7238, 0.9921, -7.5476], [0.3650, -1.4552, -5.7446], [1.2494, -1.4150, -7.2669], [-0.5008, -1.1673, -7.2527], [-1.4445, 1.0624, -6.4547], [-0.3660, 2.2973, -5.7910], [0.5948, 1.6694, -3.2587]]
}


(3)
{
  "formula": "C21H19CeN7O4SSe",
  "method": "ωB97M-V with the def2-TZVPD basis set",
  "lumo_ev": -1.3684,
  "orbital_gap_ha": 0.250,
  "e_tot_ev": -129818.621,
  "symbols": ["Ce", "N", "C", "N", "C", "N", "N", "C", "C", "C", "C", "C", "C", "N", "C", "C", "C", "C", "C", "C", "H", "H", "H", "H", "H", "H", "H", "H", "H", "H", "H", "O", "C", "O", "C", "O", "O", "C", "N", "C", "C", "N", "C", "C", "Se", "H", "H", "H", "H", "H", "H", "H", "H", "S"],
  "coordinates": [[-1.0416, 0.7530, -1.1067], [2.5793, 2.4435, 0.4725], [1.4205, 2.1718, -0.3475], [0.2425, 1.9041, 0.4152], [0.3957, 1.2611, 1.5842], [-0.6044, 0.6501, 2.1752], [-1.6317, 0.4799, 1.3183], [-2.7551, 0.0429, 1.7806], [-3.8024, -0.2664, 0.8036], [-5.1079, -0.5669, 1.2172], [-6.0282, -0.8034, 0.2228], [-5.6632, -0.7560, -1.1163], [-4.3458, -0.4831, -1.4370], [-3.4416, -0.2271, -0.4933], [1.6814, 1.2409, 2.3018], [1.8123, 0.6348, 3.5731], [3.0693, 0.5730, 4.1664], [4.1698, 1.0729, 3.4826], [4.0267, 1.6914, 2.2807], [2.7896, 1.7780, 1.6732], [3.3893, 2.5416, -0.1375], [1.2747, 3.0384, -0.9566], [-2.9223, -0.1449, 2.8137], [-5.3899, -0.6572, 2.2484], [-7.0770, -1.0821, 0.5155], [-6.3993, -0.9133, -1.8781], [-4.0312, -0.4062, -2.4516], [0.8691, 0.3119, 4.0452], [3.2451, 0.1015, 5.1219], [5.1239, 0.9613, 3.9736], [4.8987, 2.2023, 1.8064], [-0.9010, 2.9249, -2.5414], [-2.0898, 2.4966, -2.5894], [-2.8418, 2.4776, -1.5699], [-2.3730, 1.5560, -3.7592], [-2.7429, 1.8698, -4.8329], [-1.9960, 0.4291, -3.1920], [1.9652, -2.0207, 1.3482], [2.1697, -2.1462, -0.0742], [3.3575, -1.9416, -0.7194], [3.1395, -1.9496, -2.0566], [1.7765, -2.1565, -2.2073], [1.0603, -1.9503, -3.4771], [1.1938, -2.2803, -0.9906], [-0.6114, -2.3455, -0.6313], [2.7419, -1.4507, 1.7706], [1.9393, -2.9873, 1.8231], [1.0457, -1.4626, 1.5603], [4.2965, -1.8541, -0.1378], [3.8175, -1.8375, -2.8869], [1.6741, -2.3084, -4.3262], [0.8988, -0.8469, -3.6166], [0.1129, -2.4791, -3.4416], [1.6203, 0.7154, -1.5195]]
}